[1]
C25H28AsCl3GeMnN5OPS4 | wB97M-V/def2-TZVPD

Computed properties:
multiplicity = 6
frontier orbital gap (spin up / spin down) = 5.82 / 5.66 eV
total charge = 0
maximum force = 3.41 eV/A
calculated total energy = -274753.30329 eV
HOMO energy (spin up / spin down) = -7.4 / -7.4 eV

```
70
C25H28AsCl3GeMnN5OPS4 wB97M-V/def2-TZVPD
Mn 0.424 -0.752 0.942
S 4.710 -2.175 0.088
As 2.861 -2.906 0.606
S 1.964 -1.782 2.352
S 1.272 -1.931 -0.841
S 2.431 -4.916 0.741
O -0.667 -0.422 3.618
N -0.297 0.393 2.540
C -0.638 1.604 2.732
C -0.349 2.782 1.889
C -0.783 3.978 2.470
C -0.495 5.202 1.894
C 0.259 5.244 0.734
C 0.690 4.066 0.143
C 0.383 2.821 0.684
P 0.983 1.334 -0.230
C 0.398 1.614 -1.924
C 1.120 1.072 -2.989
C 0.752 1.361 -4.294
C -0.356 2.155 -4.547
C -1.117 2.639 -3.493
C -0.742 2.372 -2.185
C 2.774 1.652 -0.239
C 3.432 2.293 -1.289
C 4.794 2.535 -1.205
C 5.505 2.150 -0.076
C 4.850 1.532 0.976
C 3.489 1.283 0.896
H 0.119 -0.991 3.732
H -1.151 1.801 3.672
H -1.346 3.939 3.394
H -0.844 6.115 2.357
H 0.513 6.194 0.283
H 1.278 4.114 -0.765
H 1.976 0.436 -2.800
H 1.328 0.947 -5.111
H -0.635 2.385 -5.567
H -2.005 3.228 -3.687
H -1.341 2.762 -1.371
H 2.895 2.608 -2.173
H 5.302 3.015 -2.031
H 6.572 2.324 -0.024
H 5.399 1.212 1.851
H 2.999 0.778 1.719
Cl -0.135 -4.648 -3.638
Ge 0.609 -2.699 -3.207
Cl 2.078 -2.214 -4.686
Cl -1.071 -1.405 -3.603
C -1.287 -3.229 1.833
N -1.518 -2.051 0.932
C -2.730 -1.329 1.423
N -3.904 -2.181 1.484
C -3.599 -3.314 2.369
N -2.456 -4.092 1.893
C -2.760 -4.577 0.547
N -3.041 -3.468 -0.368
C -1.875 -2.608 -0.410
C -4.174 -2.706 0.145
H -1.063 -2.862 2.832
H -0.422 -3.782 1.458
H -2.923 -0.493 0.745
H -2.524 -0.952 2.421
H -4.474 -3.963 2.419
H -3.383 -2.935 3.370
H -3.634 -5.229 0.592
H -1.910 -5.147 0.171
H -2.053 -1.775 -1.088
H -1.026 -3.186 -0.762
H -5.054 -3.350 0.184
H -4.377 -1.872 -0.530
```

---

[2]
C25H28Br42N4O3S2 | wB97M-V/def2-TZVPD

Computed properties:
multiplicity = 1
frontier orbital gap = 9.08 eV
total charge = 0
maximum force = 1.21 eV/A
calculated total energy = -3001929.82958 eV
HOMO energy = -9.6 eV

```
104
C25H28Br42N4O3S2 wB97M-V/def2-TZVPD
N 3.347 0.951 -0.308
C 2.373 0.504 -0.702
C 1.206 -0.340 -1.006
C 1.457 -1.763 -0.424
C 2.699 -2.244 -1.065
N 3.655 -2.677 -1.518
C 0.329 -2.759 -0.874
C -0.469 -3.413 0.251
C -1.464 -4.484 -0.254
C -2.924 -4.139 0.041
S -3.795 -3.144 -1.203
C -3.377 -1.485 -0.930
N -3.965 -0.543 -1.578
N -3.372 0.649 -1.155
C -2.499 0.335 -0.291
O -2.437 -1.019 -0.074
C 1.765 -1.741 1.100
S 0.694 -0.808 2.175
O 1.178 -1.009 3.512
O 0.578 0.544 1.699
H 0.326 0.138 -0.582
H 1.107 -0.404 -2.095
H 0.778 -3.554 -1.475
H -0.351 -2.227 -1.547
H -1.074 -2.637 0.721
H 0.159 -3.842 1.031
H -1.308 -4.694 -1.311
H -1.247 -5.388 0.321
H -3.021 -3.671 1.022
H -3.511 -5.059 0.067
H -1.820 0.957 0.273
H 2.744 -1.263 1.225
H 1.867 -2.746 1.509
H -0.533 -1.374 2.114
C -0.328 -4.620 -5.121
Br -1.842 -4.345 -3.965
Br -0.811 -4.372 -6.964
Br 1.158 -3.503 -4.610
H -0.006 -5.644 -4.999
C -0.546 -0.535 -6.140
Br -1.961 -0.095 -4.915
Br -1.123 -0.403 -7.968
Br 1.020 0.518 -5.800
H -0.283 -1.568 -5.965
C 4.869 -3.738 2.615
Br 4.481 -5.134 1.352
Br 5.312 -2.087 1.737
Br 3.435 -3.503 3.866
H 5.739 -4.045 3.180
C 1.198 0.296 7.108
Br 2.555 -0.199 8.375
Br -0.557 -0.039 7.817
Br 1.419 2.133 6.577
H 1.317 -0.314 6.222
C -4.755 -2.923 -6.133
Br -5.459 -2.015 -4.596
Br -5.227 -4.786 -6.148
Br -5.262 -2.052 -7.771
H -3.676 -2.869 -6.066
C 4.914 -5.272 7.826
Br 4.060 -3.558 7.970
Br 4.402 -6.443 9.265
Br 4.603 -6.060 6.105
H 5.980 -5.115 7.907
C 3.112 4.208 -3.143
Br 2.458 5.233 -1.655
Br 2.563 2.370 -3.018
Br 2.602 4.995 -4.826
H 4.191 4.220 -3.092
C 3.868 3.226 9.343
Br 3.182 2.558 11.009
Br 3.990 5.146 9.340
Br 5.544 2.406 8.885
H 3.157 2.952 8.575
C 0.595 8.336 -6.575
Br 0.770 9.981 -7.549
Br -1.244 7.817 -6.365
Br 1.626 6.922 -7.370
H 0.993 8.504 -5.584
C -5.013 8.406 -8.207
Br -5.337 6.897 -9.349
Br -4.663 10.002 -9.221
Br -6.439 8.659 -6.944
H -4.122 8.186 -7.639
C -3.398 2.626 6.437
Br -4.046 4.423 6.664
Br -3.901 1.499 7.905
Br -3.949 1.883 4.755
H -2.316 2.671 6.430
C -8.353 4.739 -6.514
Br -6.496 4.282 -6.702
Br -8.645 5.961 -5.059
Br -9.089 5.409 -8.160
H -8.882 3.829 -6.274
C 7.244 -8.406 2.972
Br 6.064 -8.980 1.566
Br 7.303 -6.488 3.099
Br 6.788 -9.211 4.654
H 8.239 -8.738 2.713
C -0.509 5.946 5.937
Br 1.019 5.844 7.099
Br -1.294 7.697 5.945
Br -0.086 5.355 4.157
H -1.252 5.267 6.327
```